Molecular formula: C4H7NO
Method: DFT, ωB97M-V with the def2-TZVPD basis set

## Properties
Frontier orbital gap (eV): 10.53
ΔE to the lowest compared entry with this formula, charge and spin (kJ/mol): 220.8
Lowest unoccupied orbital energy (eV): 0.9
Highest occupied orbital energy (eV): -9.609

Geometry as ORCA input:
```
! RIJCOSX wB97M-V def2-TZVPD def2/J DEFGRID3
* xyz 0 1
C -0.982 -1.308 -0.714
N 0.150 -0.398 -0.575
C 0.928 -0.480 0.631
C 0.006 0.672 0.402
C 0.530 2.002 -0.014
O 0.072 3.053 0.366
H -0.638 -2.341 -0.612
H -1.413 -1.186 -1.711
H -1.771 -1.128 0.030
H 0.630 -1.189 1.405
H 2.003 -0.356 0.506
H -0.900 0.706 1.006
H 1.385 1.953 -0.720
*
```

---

Molecular formula: C4H7NO
Method: DFT, ωB97M-V with the def2-TZVPD basis set

## Properties
Frontier orbital gap (eV): 10.74
ΔE to the lowest compared entry with this formula, charge and spin (kJ/mol): 278.4
Lowest unoccupied orbital energy (eV): 1.1
Highest occupied orbital energy (eV): -9.610

Geometry as ORCA input:
```
! RIJCOSX wB97M-V def2-TZVPD def2/J DEFGRID3
* xyz 0 1
C 0.488 2.182 0.396
N 0.220 0.774 0.503
C 0.443 0.067 -0.520
C -0.314 -1.207 -0.664
C -0.576 -2.089 0.477
O -1.560 -1.191 0.023
H -0.469 2.601 0.067
H 1.249 2.451 -0.353
H 0.720 2.617 1.369
H 1.035 0.419 -1.380
H -0.374 -1.594 -1.681
H -0.805 -3.139 0.302
H -0.106 -1.839 1.428
*
```

---

Molecular formula: C4H7NO
Method: DFT, ωB97M-V with the def2-TZVPD basis set

## Properties
Frontier orbital gap (eV): 10.72
ΔE to the lowest compared entry with this formula, charge and spin (kJ/mol): 319.0
Lowest unoccupied orbital energy (eV): 1.1
Highest occupied orbital energy (eV): -9.649

Geometry as ORCA input:
```
! RIJCOSX wB97M-V def2-TZVPD def2/J DEFGRID3
* xyz 0 1
C 1.702 0.006 0.253
C -0.073 0.338 -0.645
C 0.228 -0.764 0.240
N -2.364 -0.794 0.173
C -2.564 0.337 0.056
O -0.497 1.423 -0.281
H 2.043 0.731 -0.523
H 1.684 0.588 1.173
H 2.396 -0.810 0.222
H 0.246 0.122 -1.681
H 0.238 -1.787 -0.170
H -0.190 -0.748 1.250
H -2.850 1.358 -0.067
*
```

---

Molecular formula: C4H7NO
Method: DFT, ωB97M-V with the def2-TZVPD basis set

## Properties
Frontier orbital gap (eV): 10.80
ΔE to the lowest compared entry with this formula, charge and spin (kJ/mol): 161.8
Lowest unoccupied orbital energy (eV): 1.0
Highest occupied orbital energy (eV): -9.829

Geometry as ORCA input:
```
! RIJCOSX wB97M-V def2-TZVPD def2/J DEFGRID3
* xyz 0 1
C 1.225 -0.316 0.872
C 0.719 -0.124 -0.537
C -0.529 -0.817 -0.979
N -0.512 0.610 -0.776
C -1.235 1.218 0.238
O -2.341 0.891 0.595
H 1.762 0.569 1.228
H 1.909 -1.169 0.909
H 0.397 -0.511 1.562
H 1.487 0.058 -1.288
H -0.628 -1.148 -2.009
H -1.074 -1.408 -0.244
H -0.701 2.091 0.657
*
```

---

Molecular formula: C4H7NO
Method: DFT, ωB97M-V with the def2-TZVPD basis set

## Properties
Frontier orbital gap (eV): 10.91
ΔE to the lowest compared entry with this formula, charge and spin (kJ/mol): 210.9
Lowest unoccupied orbital energy (eV): 1.0
Highest occupied orbital energy (eV): -9.897

Geometry as ORCA input:
```
! RIJCOSX wB97M-V def2-TZVPD def2/J DEFGRID3
* xyz 0 1
C -1.215 -0.069 0.609
C -0.356 -0.836 -0.377
C 0.355 0.022 -1.356
N 1.064 -0.503 -0.218
C 1.469 0.351 0.806
O 1.955 1.439 0.609
H -0.456 0.554 1.176
H -1.831 -0.741 1.224
H -1.853 0.696 0.163
H -0.533 -1.897 -0.571
H 0.684 -0.349 -2.318
H 0.072 1.074 -1.322
H 1.418 -0.111 1.814
*
```

---

Molecular formula: C4H7NO
Method: DFT, ωB97M-V with the def2-TZVPD basis set

## Properties
Frontier orbital gap (eV): 10.05
ΔE to the lowest compared entry with this formula, charge and spin (kJ/mol): 412.8
Lowest unoccupied orbital energy (eV): 0.4
Highest occupied orbital energy (eV): -9.635

Geometry as ORCA input:
```
! RIJCOSX wB97M-V def2-TZVPD def2/J DEFGRID3
* xyz 0 1
C -1.316 -0.869 0.241
C -0.655 1.380 -0.281
C 1.035 0.371 -0.460
C 1.726 -0.469 0.278
O -0.671 1.793 0.906
N -0.733 0.090 -0.656
H -0.433 2.080 -1.104
H 1.442 0.924 -1.297
H -1.106 -0.754 1.308
H -0.879 -1.847 -0.019
H -2.396 -0.823 0.121
H 2.691 -0.787 -0.084
H 1.295 -1.090 1.049
*
```

---

Molecular formula: C4H7NO
Method: DFT, ωB97M-V with the def2-TZVPD basis set

## Properties
Frontier orbital gap (eV): 11.53
ΔE to the lowest compared entry with this formula, charge and spin (kJ/mol): 153.0
Lowest unoccupied orbital energy (eV): 0.9
Highest occupied orbital energy (eV): -10.668

Geometry as ORCA input:
```
! RIJCOSX wB97M-V def2-TZVPD def2/J DEFGRID3
* xyz 0 1
C -1.499 -0.774 0.114
C -0.831 0.536 -0.274
O 0.145 0.919 0.697
C 1.471 0.756 0.299
C 1.803 -0.638 -0.082
N 2.024 -1.729 -0.398
H -2.335 -0.982 -0.565
H -0.798 -1.614 0.057
H -1.891 -0.717 1.135
H -1.562 1.353 -0.318
H -0.359 0.450 -1.263
H 2.096 1.037 1.151
H 1.737 1.403 -0.553
*
```

---

Molecular formula: C4H7NO
Method: DFT, ωB97M-V with the def2-TZVPD basis set

## Properties
Frontier orbital gap (eV): 10.61
ΔE to the lowest compared entry with this formula, charge and spin (kJ/mol): 88.1
Lowest unoccupied orbital energy (eV): 1.1
Highest occupied orbital energy (eV): -9.547

Geometry as ORCA input:
```
! RIJCOSX wB97M-V def2-TZVPD def2/J DEFGRID3
* xyz 0 1
C -1.075 1.437 1.152
C -0.422 0.358 0.361
N -0.986 -0.614 -0.234
C 0.112 -1.393 -0.830
C 1.232 -0.356 -0.886
O 0.936 0.474 0.247
H -0.807 1.355 2.210
H -2.158 1.373 1.044
H -0.721 2.409 0.795
H 0.313 -2.258 -0.181
H -0.144 -1.768 -1.823
H 1.098 0.260 -1.784
H 2.275 -0.668 -0.863
*
```

---

Molecular formula: C4H7NO
Method: DFT, ωB97M-V with the def2-TZVPD basis set

## Properties
Frontier orbital gap (spin up / spin down) (eV): 9.74 / 5.71
ΔE to the lowest compared entry with this formula, charge and spin (kJ/mol): 750.1
Lowest unoccupied orbital energy (spin up / spin down) (eV): 0.8 / -0.8
Highest occupied orbital energy (spin up / spin down) (eV): -8.939 / -6.527

Geometry as ORCA input:
```
! RIJCOSX wB97M-V def2-TZVPD def2/J DEFGRID3
* xyz 0 1
C -1.431 -0.879 -0.141
C 1.677 -0.578 0.331
O -0.179 -0.182 -0.328
N 2.449 -1.118 -0.431
H 2.435 -0.950 -1.432
H 1.501 -0.666 1.396
H -1.189 -1.937 -0.241
H -2.144 -0.584 -0.908
H -1.849 -0.655 0.842
C -0.095 1.201 0.046
C -1.081 1.998 0.216
H -1.118 3.042 0.475
H 1.024 1.307 0.175
*
```

---

Molecular formula: C4H7NO
Method: DFT, ωB97M-V with the def2-TZVPD basis set

## Properties
Frontier orbital gap (spin up / spin down) (eV): 6.21 / 7.61
<S²>: 2.010
ΔE to the lowest compared entry with this formula, charge and spin (kJ/mol): 75.7
Lowest unoccupied orbital energy (spin up / spin down) (eV): 0.8 / -1.9
Highest occupied orbital energy (spin up / spin down) (eV): -5.370 / -9.514

Geometry as ORCA input:
```
! RIJCOSX wB97M-V def2-TZVPD def2/J DEFGRID3
* xyz 0 3
C 0.199 -0.711 -0.230
C -1.458 -2.107 -0.777
C -0.395 0.124 0.626
C 1.268 1.936 0.500
N -0.257 -1.831 -0.896
O 0.098 1.327 1.022
H 1.178 -0.526 -0.706
H -2.090 -1.419 -0.229
H -1.766 -3.009 -1.379
H -1.344 -0.095 1.008
H 1.524 1.583 -0.526
H 1.979 1.791 1.207
H 1.063 2.936 0.379
*
```

---

Molecular formula: C4H7NO2
Method: DFT, ωB97M-V with the def2-TZVPD basis set

## Properties
Frontier orbital gap (spin up / spin down) (eV): 3.53 / 6.98
<S²>: 0.754
ΔE to the lowest compared entry with this formula, charge and spin (kJ/mol): 153.0
Lowest unoccupied orbital energy (spin up / spin down) (eV): 3.7 / 3.6
Highest occupied orbital energy (spin up / spin down) (eV): 0.144 / -3.348

Geometry as ORCA input:
```
! RIJCOSX wB97M-V def2-TZVPD def2/J DEFGRID3
* xyz -1 2
O 0.291 1.594 -3.220
C -0.028 1.616 -2.011
N 0.227 0.554 -1.154
C 0.014 0.602 0.344
C -0.636 -0.663 1.046
C 0.258 -1.547 1.969
O -0.113 -2.268 2.953
H -0.894 2.196 -1.514
H 0.734 -0.199 -1.600
H 1.011 0.697 0.838
H -0.414 1.628 0.577
H -1.343 -0.143 1.757
H -1.145 -1.154 0.293
H 1.391 -1.551 1.774
*
```

---

Molecular formula: C4H7NO2
Method: DFT, ωB97M-V with the def2-TZVPD basis set

## Properties
Frontier orbital gap (eV): 9.66
ΔE to the lowest compared entry with this formula, charge and spin (kJ/mol): 385.8
Lowest unoccupied orbital energy (eV): 0.8
Highest occupied orbital energy (eV): -8.834

Geometry as ORCA input:
```
! RIJCOSX wB97M-V def2-TZVPD def2/J DEFGRID3
* xyz 0 1
C 1.305 -0.295 0.644
C 0.224 0.373 -0.095
O 0.814 1.399 -1.008
C -0.494 -0.578 -1.022
C -1.769 -0.613 -0.663
O -2.078 0.273 0.265
N -0.910 0.813 0.842
H 0.754 -1.130 1.150
H 1.807 0.471 1.414
H 2.202 -0.585 -0.019
H 1.449 1.984 -0.581
H 0.069 -1.302 -1.565
H -2.616 -1.252 -1.143
H -0.756 0.440 1.779
*
```

---

Molecular formula: C4H7NO2
Method: DFT, ωB97M-V with the def2-TZVPD basis set

## Properties
Frontier orbital gap (eV): 10.81
ΔE to the lowest compared entry with this formula, charge and spin (kJ/mol): 362.7
Lowest unoccupied orbital energy (eV): 0.9
Highest occupied orbital energy (eV): -9.868

Geometry as ORCA input:
```
! RIJCOSX wB97M-V def2-TZVPD def2/J DEFGRID3
* xyz 0 1
C -0.477 1.208 1.304
C 0.052 0.265 0.262
N 1.135 -0.407 0.360
O 1.822 -0.211 1.535
C -0.534 0.072 -1.102
C -0.403 -1.257 -1.677
O -1.684 -0.732 -1.328
H 0.197 2.066 1.417
H -1.476 1.574 1.053
H -0.515 0.708 2.277
H 2.573 -0.806 1.404
H -0.485 0.943 -1.759
H -0.135 -1.365 -2.724
H -0.071 -2.059 -1.023
*
```

---

Molecular formula: C4H7NO2
Method: DFT, ωB97M-V with the def2-TZVPD basis set

## Properties
Frontier orbital gap (eV): 10.92
ΔE to the lowest compared entry with this formula, charge and spin (kJ/mol): 89.7
Lowest unoccupied orbital energy (eV): 0.7
Highest occupied orbital energy (eV): -10.234

Geometry as ORCA input:
```
! RIJCOSX wB97M-V def2-TZVPD def2/J DEFGRID3
* xyz 0 1
C 1.493 1.890 -0.832
C 1.391 0.515 -0.171
C 0.264 -0.305 -0.737
O 0.287 -0.867 -1.814
N -0.825 -0.666 0.103
C -0.961 -0.428 1.499
O -2.054 -0.519 1.999
H 2.536 2.026 -1.135
H 0.965 2.170 -1.748
H 1.384 2.724 -0.145
H 2.303 -0.081 -0.219
H 1.218 0.655 0.891
H -1.433 -1.420 -0.172
H 0.011 -0.289 2.004
*
```

---

Molecular formula: C4H7NO2
Method: DFT, ωB97M-V with the def2-TZVPD basis set

## Properties
Frontier orbital gap (eV): 10.88
ΔE to the lowest compared entry with this formula, charge and spin (kJ/mol): 216.8
Lowest unoccupied orbital energy (eV): 0.5
Highest occupied orbital energy (eV): -10.334

Geometry as ORCA input:
```
! RIJCOSX wB97M-V def2-TZVPD def2/J DEFGRID3
* xyz 0 1
C -1.428 -0.412 -0.873
C -0.215 -0.496 0.050
C 1.020 -0.811 -0.757
N 1.763 -1.418 -1.422
C 0.111 0.821 0.734
O 1.292 1.287 -0.180
O 0.550 0.766 2.041
H -2.348 -0.282 -0.295
H -1.497 -1.318 -1.483
H -1.353 0.433 -1.563
H -0.372 -1.281 0.798
H -0.651 1.593 0.635
H 2.227 1.236 0.079
H 0.903 -0.116 2.236
*
```

---

Molecular formula: C4H7NO2
Method: DFT, ωB97M-V with the def2-TZVPD basis set

## Properties
Frontier orbital gap (eV): 7.73
ΔE to the lowest compared entry with this formula, charge and spin (kJ/mol): 364.8
Lowest unoccupied orbital energy (eV): 0.5
Highest occupied orbital energy (eV): -7.192

Geometry as ORCA input:
```
! RIJCOSX wB97M-V def2-TZVPD def2/J DEFGRID3
* xyz 0 1
C 1.001 -0.418 3.319
C 0.225 1.099 -0.467
C -0.709 0.060 -0.197
C -1.474 -0.408 -1.395
N 0.847 -0.235 -0.528
O 1.484 -0.678 2.317
O 0.463 -0.200 4.290
H 0.263 1.724 -1.349
H 0.568 1.719 0.316
H -1.119 -0.247 -2.494
H -2.489 0.051 -1.497
H -1.661 -1.382 -1.183
H 1.214 -0.544 -1.440
H 1.387 -0.542 0.308
*
```

---

Molecular formula: C4H7NO2
Method: DFT, ωB97M-V with the def2-TZVPD basis set

## Properties
Frontier orbital gap (spin up / spin down) (eV): 8.96 / 7.32
ΔE to the lowest compared entry with this formula, charge and spin (kJ/mol): 643.7
Lowest unoccupied orbital energy (spin up / spin down) (eV): -0.8 / -1.6
Highest occupied orbital energy (spin up / spin down) (eV): -9.795 / -8.941

Geometry as ORCA input:
```
! RIJCOSX wB97M-V def2-TZVPD def2/J DEFGRID3
* xyz 0 1
C 0.725 0.595 1.223
C 0.157 -0.268 0.152
N -0.354 -1.423 0.257
O -0.280 -1.915 1.549
C 0.336 0.242 -1.388
C -1.079 0.639 -1.502
O 0.999 1.360 -1.399
H 0.122 0.525 2.132
H 1.742 0.264 1.463
H 0.783 1.617 0.848
H -0.682 -2.790 1.466
H 0.665 -0.647 -1.959
H -1.248 1.644 -1.884
H -1.886 0.156 -0.957
*
```

---

Molecular formula: C4H7NO2
Method: DFT, ωB97M-V with the def2-TZVPD basis set

## Properties
Frontier orbital gap (eV): 7.89
ΔE to the lowest compared entry with this formula, charge and spin (kJ/mol): 497.9
Lowest unoccupied orbital energy (eV): 0.3
Highest occupied orbital energy (eV): -7.578

Geometry as ORCA input:
```
! RIJCOSX wB97M-V def2-TZVPD def2/J DEFGRID3
* xyz 0 1
N 1.765 0.811 1.568
C 0.692 0.332 0.950
O -0.456 0.823 1.130
C 0.461 -0.863 0.109
C -1.060 -0.530 0.302
C -1.501 0.236 -2.074
O -1.323 -0.740 -2.772
H 1.636 1.570 2.224
H 2.690 0.460 1.385
H 0.895 -1.777 0.532
H 0.765 -0.777 -0.941
H -1.392 -1.086 1.196
H -0.678 0.956 -1.865
H -2.493 0.586 -1.744
*
```

---

Molecular formula: C4H7NO2
Method: DFT, ωB97M-V with the def2-TZVPD basis set

## Properties
Frontier orbital gap (eV): 10.44
ΔE to the lowest compared entry with this formula, charge and spin (kJ/mol): 136.4
Lowest unoccupied orbital energy (eV): 0.8
Highest occupied orbital energy (eV): -9.637

Geometry as ORCA input:
```
! RIJCOSX wB97M-V def2-TZVPD def2/J DEFGRID3
* xyz 0 1
H -1.379 -0.720 1.641
N -0.907 -0.100 0.991
C -0.122 -0.739 0.227
C 0.218 -2.202 0.225
O 0.589 -0.084 -0.719
C 0.710 1.322 -0.544
C -0.587 2.107 -0.478
O -0.612 3.211 0.009
H 1.218 -2.322 0.656
H -0.494 -2.777 0.819
H 0.250 -2.595 -0.794
H 1.289 1.546 0.355
H 1.269 1.664 -1.420
H -1.469 1.653 -0.968
*
```

---

Molecular formula: C4H7NO2
Method: DFT, ωB97M-V with the def2-TZVPD basis set

## Properties
Frontier orbital gap (eV): 10.20
ΔE to the lowest compared entry with this formula, charge and spin (kJ/mol): 69.7
Lowest unoccupied orbital energy (eV): 0.7
Highest occupied orbital energy (eV): -9.515

Geometry as ORCA input:
```
! RIJCOSX wB97M-V def2-TZVPD def2/J DEFGRID3
* xyz 0 1
C 1.637 0.326 -1.522
C 0.731 0.459 -0.292
C -0.390 -0.530 -0.215
O -0.939 -0.984 -1.193
C -0.866 -0.673 1.252
N -2.002 -0.030 1.620
O -0.132 -1.255 2.029
H 1.894 -0.729 -1.682
H 1.136 0.672 -2.425
H 2.583 0.876 -1.419
H 1.297 0.498 0.640
H 0.034 1.301 -0.283
H -2.649 0.325 0.937
H -2.333 -0.255 2.552
*
```

---

no.,E (eV)
1,-7797.3560
2,-7796.7589
3,-7796.3380
4,-7797.9680
5,-7797.4582
6,-7795.3660
7,-7798.0591
8,-7798.7310
9,-7791.8701
10,-7793.0532
11,-9844.6083
12,-9843.2807
13,-9843.5208
14,-9846.3502
15,-9845.0326
16,-9843.4992
17,-9840.6085
18,-9842.1197
19,-9845.8664
20,-9846.5574